# 1
2 unconnected molecules or ions with the total composition C16H19ClF3I2N4O5 in a non-equilibrium geometry, computed with ωB97M-V/def2-TZVPD.

## Properties
- Total charge: +1

Geometry as XYZ:
```
50
C16H19ClF3I2N4O5 (ωB97M-V/def2-TZVPD)
C -4.3685 3.2397 -1.5788
C -3.6443 2.7488 -0.2720
C -3.5754 1.1966 -0.3298
Cl -5.0711 0.4770 0.3556
C -2.3344 0.5692 0.3191
N -2.5080 -0.5005 1.0950
C -1.2536 -0.8777 1.5014
N -0.9612 -1.9178 2.2556
C -1.9208 -2.8868 2.7980
I -3.2203 -3.7677 1.3154
C -1.0749 -4.0405 3.4449
C -1.9677 -5.2355 3.9124
I 0.3272 -4.9038 2.0050
N -0.4049 0.0061 0.9831
N -1.0362 0.9243 0.2352
C -0.4507 2.0453 -0.5049
O -1.0876 2.2536 -1.7422
C -0.5363 1.5152 -2.7579
F -1.2352 1.7973 -3.8536
F 0.7226 1.8330 -3.0135
F -0.6847 0.2045 -2.5330
H -5.0192 2.4110 -1.9171
H -5.0238 4.1021 -1.3858
H -3.6438 3.4447 -2.3868
H -4.2804 3.0944 0.5619
H -2.6711 3.2449 -0.1471
H -3.5675 0.9029 -1.3962
H 0.0176 -2.0492 2.4971
H -2.4963 -2.3731 3.5892
H -0.4656 -3.6823 4.2898
H -2.8746 -4.8921 4.4387
H -2.1603 -5.9598 3.1133
H -1.3588 -5.7655 4.6723
H 0.6057 -0.0490 1.1235
H 0.6496 1.9564 -0.5683
H -0.6371 2.9535 0.0956
C 6.0236 1.5136 -1.2872
C 6.0247 0.7139 -2.3626
C 4.9300 -0.2806 -2.5989
O 4.9593 -0.9717 -3.5942
C 3.8610 -0.3766 -1.5996
C 3.8701 0.4199 -0.5320
C 4.9472 1.4305 -0.3098
O 4.8848 2.1408 0.6779
O 2.9061 0.3638 0.4152
O 6.9952 0.7626 -3.2747
H 6.8057 2.2373 -1.1053
H 3.0842 -1.1101 -1.7701
H 3.1540 1.0451 1.0736
H 6.7657 0.0923 -3.9472
```

natural (NBO) atomic charge list, values in e, 2 entries:
1 C -0.609
2 C -0.420

=====

# 2
11 unconnected molecules or ions with the total composition C34H66O28 in a non-equilibrium geometry, computed with ωB97M-V/def2-TZVPD.

## Properties
- Total charge: 0
- SMILES: C[C@H]1COC(=O)O1.C[C@H]1COC(=O)O1.C[C@H]1COC(=O)O1.C[C@H]1COC(=O)O1.C[C@H]1COC(=O)O1.C[C@H]1COC(=O)O1.OCCO.OCCO.OCCO.OCCO.OCCO

Geometry as XYZ:
```
128
C34H66O28 (ωB97M-V/def2-TZVPD)
C -4.4427 -3.2101 -0.3863
C -3.4722 -3.0650 -1.5155
C -4.0029 -3.1571 -2.9398
O -3.8462 -1.7806 -3.4462
C -3.2571 -1.0584 -2.4444
O -2.9148 0.0760 -2.6077
O -2.8767 -1.7646 -1.3559
H -5.0814 -2.3168 -0.3483
H -4.0124 -3.3721 0.5947
H -5.1283 -4.0504 -0.5740
H -2.6641 -3.7906 -1.5020
H -5.0016 -3.6173 -3.0135
H -3.3716 -3.7943 -3.6059
C 5.7640 2.8233 -0.9525
C 4.4725 2.8857 -1.7319
C 4.5339 3.6466 -3.0573
O 4.1469 2.6579 -4.0655
C 3.7859 1.4995 -3.4491
O 3.4622 0.5312 -4.0364
O 4.0031 1.5998 -2.1154
H 6.1282 3.8553 -0.7398
H 6.5170 2.2193 -1.4557
H 5.5633 2.2334 -0.0301
H 3.7465 3.3064 -1.0915
H 5.5014 3.9939 -3.4083
H 3.9488 4.4876 -3.1333
C -4.0550 4.6886 0.3927
C -2.6981 4.1425 0.0205
C -1.6931 5.2603 -0.4063
O -0.7228 5.2577 0.6353
C -1.0102 4.3042 1.5524
O -0.3657 4.1867 2.5408
O -2.1321 3.6211 1.2348
H -4.6212 5.1057 -0.4636
H -3.9234 5.6067 0.9869
H -4.7413 4.0096 0.8716
H -2.6580 3.3141 -0.7291
H -2.2253 6.2121 -0.1911
H -1.2510 5.3056 -1.3926
C -3.8813 1.0778 -5.9704
C -2.4682 0.6812 -6.1346
C -1.4699 1.1291 -5.0229
O -0.6765 -0.0725 -4.7953
C -1.2705 -1.1086 -5.4416
O -0.9084 -2.2498 -5.3945
O -2.3404 -0.7775 -6.1375
H -4.2618 0.8338 -5.0169
H -4.4382 0.6230 -6.7157
H -3.9080 2.1919 -6.0714
H -2.0149 1.0213 -7.0637
H -1.9582 1.4095 -4.1071
H -0.7687 1.9573 -5.3243
C 0.0598 0.7692 0.3694
C 1.0024 1.2205 -0.7603
C 0.6334 0.6372 -2.1002
O 0.8313 1.6827 -3.1005
C 0.9635 2.7939 -2.4166
O 0.9741 3.8936 -2.8993
O 0.8736 2.6214 -1.0893
H 0.1436 1.4674 1.2799
H 0.4891 -0.1419 0.8271
H -0.9462 0.6260 0.0108
H 2.0196 1.1196 -0.5179
H -0.3860 0.3451 -2.2953
H 1.2750 -0.1480 -2.4301
C -3.0824 -3.0211 4.7705
C -3.8254 -1.8458 4.1404
C -3.3495 -0.4350 4.5433
O -2.1669 -0.3600 3.6933
C -2.4102 -1.1979 2.6309
O -1.6229 -1.4473 1.7801
O -3.5471 -1.8564 2.7565
H -3.3498 -3.1609 5.8342
H -2.0083 -2.8567 4.5815
H -3.4088 -3.9819 4.2373
H -4.9320 -1.9263 4.2700
H -3.1782 -0.3612 5.5865
H -4.1048 0.3223 4.2213
O -1.0276 -4.3725 -3.6011
C 0.1815 -4.3004 -2.8158
C 0.3282 -2.9850 -2.1271
O 1.5447 -3.0158 -1.4178
H -1.0716 -3.5492 -4.0690
H 0.0661 -5.0030 -1.9791
H 1.1304 -4.5421 -3.3206
H -0.4661 -2.7868 -1.4591
H 0.2955 -2.2067 -2.9392
H 1.9838 -2.1890 -1.5048
O -1.0340 3.4306 5.0925
C -0.3901 2.1755 4.8385
C -0.2399 1.5013 6.1536
O -1.5700 1.4162 6.8057
H -1.1952 3.8134 4.1853
H -1.0801 1.4620 4.2857
H 0.5564 2.1842 4.3174
H 0.2540 2.2423 6.8333
H 0.1655 0.5053 6.1748
H -1.8951 2.2614 6.5877
O 4.6813 -3.7980 2.5598
C 5.2614 -3.0217 1.5071
C 4.7111 -1.6455 1.3898
O 3.3892 -1.5407 0.9254
H 3.9190 -4.2874 2.0668
H 6.3240 -2.9076 1.8130
H 5.2724 -3.5059 0.5369
H 5.1953 -1.0573 0.6505
H 4.7676 -1.2011 2.4504
H 2.8421 -2.1067 1.4859
O -0.3417 -3.9845 0.6012
C 0.1985 -4.4366 1.8111
C 1.3394 -5.3417 1.4652
O 2.3850 -4.7163 0.8185
H -0.9826 -3.2948 0.7732
H 0.4466 -3.6523 2.5286
H -0.5437 -5.0878 2.3513
H 0.9822 -6.2288 0.8705
H 1.6784 -5.8175 2.4050
H 2.0475 -4.3175 0.0051
O 2.1965 1.3786 2.7708
C 2.6290 2.5862 2.2348
C 4.1266 2.7904 2.5659
O 4.8569 1.7193 1.9858
H 2.4617 0.6345 2.2207
H 2.3270 2.6558 1.1577
H 2.0711 3.3982 2.7282
H 4.2418 2.7974 3.6142
H 4.5555 3.7246 2.1129
H 4.4373 0.8944 2.1845
```

Mulliken atomic charge list, values in e, 2 entries:
1 C -1.399
2 C 0.846

=====

# 3
A molecular structure, C34H38MgN3O4S5 in a non-equilibrium geometry, computed with ωB97M-V/def2-TZVPD.

## Properties
- Total charge: +1

Geometry as XYZ:
```
85
C34H38MgN3O4S5 (ωB97M-V/def2-TZVPD)
Mg -0.1449 -0.3373 -0.1121
C -5.0701 3.3448 -1.5622
C -3.8385 3.5174 -2.4635
S -2.3126 2.7234 -2.0020
C -2.1936 1.3357 -3.1964
C -2.9652 0.0409 -2.7988
S -2.6014 -0.6315 -1.1782
C -4.1435 -0.4254 -0.1922
C -4.6130 1.0494 0.0048
S -5.6385 1.6656 -1.3581
H -5.8497 3.8287 -2.1542
H -4.9616 3.8789 -0.6053
H -3.6195 4.5579 -2.4611
H -4.0877 3.1210 -3.4800
H -1.1324 1.0580 -3.3160
H -2.5499 1.7398 -4.1354
H -2.8639 -0.7510 -3.5532
H -4.0234 0.2399 -2.7475
H -3.9448 -1.0066 0.7009
H -4.8058 -0.9324 -0.8618
H -3.7761 1.6929 0.1222
H -5.3269 1.0894 0.8471
N -1.7779 -3.9471 1.1951
C -2.3440 -3.2467 2.2382
C -3.1439 -3.6139 3.3156
C -3.4137 -2.6289 4.2413
C -2.9981 -1.2872 4.0296
C -2.1368 -0.9834 3.0199
C -1.8703 -1.9633 2.0936
N -0.9324 -1.8991 1.0547
C -0.9965 -3.1166 0.4821
C -0.3782 -3.4592 -0.8028
C -0.1356 -4.6976 -1.4235
S 0.4338 -4.3548 -3.0070
C 0.3353 -2.7194 -2.7521
N -0.1218 -2.3828 -1.5767
H -2.1225 -4.8525 0.8410
H -3.4334 -4.6482 3.4104
H -3.9858 -2.8567 5.1676
H -3.2537 -0.5548 4.7774
H -1.7283 0.0495 2.9219
H -0.2463 -5.7151 -1.1209
H 0.6487 -1.9829 -3.4636
O 1.8028 -0.6576 0.4289
C 2.7614 -0.4504 -0.6599
C 1.9360 -0.0761 -1.9434
O 2.4653 -0.2294 -3.0034
O 0.7151 0.3129 -1.7655
C 3.5302 -1.7128 -0.9106
C 4.7635 -1.6020 -1.6154
C 5.3953 -2.7994 -1.9627
C 4.8844 -4.0486 -1.6911
C 3.6739 -4.1215 -0.9927
C 3.0039 -2.9818 -0.5874
C 3.7464 0.5997 -0.1725
C 3.8429 1.8736 -0.7185
C 4.7849 2.8113 -0.2522
C 5.5503 2.5596 0.8986
C 5.3617 1.3189 1.4917
C 4.5154 0.3633 0.9329
H 2.2841 -0.7190 1.2798
H 5.1890 -0.6739 -1.9415
H 6.3047 -2.7843 -2.4816
H 5.4027 -4.9667 -1.9675
H 3.2394 -5.0777 -0.6920
H 2.0731 -3.0326 -0.0993
H 3.3407 2.0414 -1.6776
H 4.9157 3.7547 -0.7931
H 6.3404 3.2772 1.2383
H 6.0061 1.0753 2.3139
H 4.5240 -0.5660 1.4557
O -0.6593 1.4155 0.8824
S 0.0451 2.7410 0.3761
C 1.4646 2.9289 1.5869
C 0.6983 2.9448 2.9022
C -0.4172 4.0288 2.7407
C -0.9732 3.9600 1.3215
H 1.9888 3.8833 1.3727
H 2.1547 2.1181 1.4536
H 1.3028 3.2077 3.7435
H 0.3202 1.9359 3.1300
H 0.0072 5.0269 2.7832
H -1.2387 3.9071 3.4516
H -0.9887 4.9106 0.7359
H -1.9932 3.5649 1.2686
```

Mulliken atomic charge list, values in e, 2 entries:
1 Mg 1.343
2 C -0.614

=====

# 4
2 unconnected molecules or ions with the total composition C2H2F4N2 in a non-equilibrium geometry, computed with ωB97M-V/def2-TZVPD.

## Properties
- Total charge: 0

Geometry as XYZ:
```
10
C2H2F4N2 (ωB97M-V/def2-TZVPD)
C 1.5044 0.0128 -0.5342
C 0.3765 -0.5238 0.2970
N -1.7791 -1.0957 -0.5712
N -0.7462 -0.8389 -0.2425
F 1.6058 -0.6363 -1.7492
F 1.2317 1.3021 -0.9866
F -2.3234 1.1809 0.9605
F 0.7564 -0.9434 1.5646
H 2.4927 -0.0444 -0.0054
H -3.1190 1.5868 1.2670
```

natural (NBO) atomic charge list, values in e, 2 entries:
1 C 0.503
2 C 0.223

=====

# 5
C21H23Cl2N3O4 in the gas phase, computed with ωB97M-V/def2-TZVPD.

## Properties
- Total charge: 0
- SMILES: COc1ccc(C(=O)Nc2c(Cl)cc(Cl)cc2C(=O)NCCN2CCOCC2)cc1

Geometry as XYZ:
```
53
C21H23Cl2N3O4 (ωB97M-V/def2-TZVPD)
C -8.2050 -1.4887 0.5983
O -7.5285 -0.6483 -0.3069
C -6.2258 -0.3525 -0.0761
C -5.4813 -0.8082 1.0092
C -4.1576 -0.4350 1.1371
C -3.5527 0.4076 0.2105
C -2.1293 0.7618 0.4061
O -1.3465 0.0744 1.0280
N -1.7755 1.9735 -0.1449
C -0.4931 2.4965 -0.1323
C -0.2872 3.8629 0.0867
Cl -1.6581 4.9003 0.2958
C 0.9812 4.4096 0.1334
C 2.0757 3.5733 -0.0281
Cl 3.6675 4.2350 0.0520
C 1.9047 2.2208 -0.2697
C 0.6268 1.6826 -0.3346
C 0.4647 0.2588 -0.7972
O -0.2458 -0.0276 -1.7398
N 1.2327 -0.6144 -0.1268
C 1.4395 -1.9747 -0.5483
C 2.8267 -2.0996 -1.1959
N 3.8371 -1.4961 -0.3416
C 4.2562 -2.3649 0.7456
C 5.1997 -1.5896 1.6663
O 6.3254 -1.1142 0.9683
C 5.9293 -0.2924 -0.1038
C 5.0095 -1.0410 -1.0696
C -4.2972 0.8489 -0.8844
C -5.6125 0.4708 -1.0261
H -7.7409 -2.4784 0.6505
H -8.2441 -1.0503 1.6004
H -9.2169 -1.5859 0.2086
H -5.9201 -1.4544 1.7528
H -3.5696 -0.7906 1.9697
H -2.5147 2.6250 -0.3713
H 1.1154 5.4663 0.2997
H 2.7641 1.5903 -0.4404
H 1.8176 -0.2859 0.6237
H 1.3417 -2.6404 0.3124
H 0.6642 -2.2169 -1.2770
H 3.0438 -3.1560 -1.4216
H 2.8112 -1.5449 -2.1369
H 3.3811 -2.6848 1.3127
H 4.7781 -3.2607 0.3639
H 5.5806 -2.2338 2.4604
H 4.6537 -0.7437 2.1125
H 6.8457 0.0200 -0.6069
H 5.4041 0.5951 0.2819
H 4.6944 -0.3660 -1.8683
H 5.5657 -1.8839 -1.5160
H -3.8374 1.4554 -1.6502
H -6.1982 0.7949 -1.8717
```

natural (NBO) atomic charge list, values in e, 2 entries:
1 C -0.254
2 O -0.486

=====

# 6
A molecular structure, C24H60BF4N4Na6O12P in a non-equilibrium geometry, computed with ωB97M-V/def2-TZVPD.

## Properties
- Total charge: +1
- 2S+1: 2

Geometry as XYZ:
```
112
C24H60BF4N4Na6O12P (ωB97M-V/def2-TZVPD)
Na 26.8423 -21.6540 -3.0681
Na 31.0998 -21.1627 -1.1772
Na 29.9408 -18.7418 -3.0093
Na 28.4352 -21.2534 -6.2601
Na 30.0738 -24.2832 -4.4324
Na 32.1484 -21.0388 -4.7030
B 25.9413 -19.9405 -5.0264
F 26.0640 -21.3029 -5.1513
F 26.1052 -19.3610 -6.3055
F 24.7212 -19.5849 -4.5933
F 26.8551 -19.3289 -4.1848
P 29.6507 -21.5408 -3.5770
O 29.1144 -20.7961 -2.3431
O 30.9258 -22.2660 -3.2837
O 29.9450 -20.5136 -4.6155
O 28.5352 -22.5064 -4.2370
C 27.0630 -24.2405 2.9722
O 26.5334 -23.5503 1.8649
C 26.8373 -22.2197 1.5563
C 26.1492 -21.8583 0.2089
N 26.6331 -22.6808 -0.9401
C 25.9464 -23.9032 -1.0756
C 24.5557 -23.5170 -1.7357
O 24.7007 -22.9440 -2.9802
C 23.4992 -22.5789 -3.5843
H 26.7196 -25.2708 3.0660
H 27.0253 -23.7496 3.9447
H 28.1169 -24.0694 2.7529
H 27.9212 -22.1482 1.4665
H 26.7454 -21.5683 2.4254
H 26.3691 -20.8030 0.0475
H 25.1128 -21.9418 0.5361
H 27.6341 -22.7770 -1.0341
H 25.8763 -24.3736 -0.0948
H 26.3362 -24.4571 -1.9296
H 23.9988 -22.8605 -1.0672
H 23.8982 -24.3789 -1.8491
H 22.9428 -21.8452 -3.0011
H 22.9361 -23.4669 -3.8716
H 23.7814 -22.1231 -4.5334
C 23.3120 -27.8404 -12.6128
O 24.1906 -27.0889 -11.6602
C 24.9677 -26.1104 -12.3439
C 26.1694 -25.5359 -11.5687
N 25.8498 -24.8008 -10.3404
C 26.9300 -24.3059 -9.5903
C 26.5480 -23.8287 -8.2314
O 26.2695 -24.7746 -7.1668
C 25.6190 -24.2219 -6.0088
H 23.7604 -28.1542 -13.5555
H 22.6195 -27.0262 -12.8265
H 22.6770 -28.5942 -12.1475
H 24.3200 -25.2887 -12.6493
H 25.4163 -26.6522 -13.1767
H 26.7347 -24.9802 -12.3168
H 26.7275 -26.4082 -11.2286
H 25.3337 -25.4644 -9.7806
H 27.4054 -23.5141 -10.1691
H 27.6097 -25.1420 -9.4260
H 25.6842 -23.1896 -8.4145
H 27.4486 -23.3423 -7.8565
H 25.6286 -24.8519 -5.1194
H 24.6050 -23.9493 -6.3014
H 26.2108 -23.4155 -5.5757
C 28.1567 -18.7413 -0.0048
O 28.8604 -17.9329 -0.8050
C 28.5126 -16.5486 -0.6331
C 28.9285 -15.8810 -1.9643
N 28.3615 -16.4429 -3.2280
C 28.0058 -15.4321 -4.3065
C 26.6050 -14.8376 -4.0749
O 26.4558 -14.2201 -2.7981
C 25.2699 -13.4964 -2.7089
H 27.1289 -18.5985 -0.3386
H 28.2082 -18.6157 1.0767
H 28.3973 -19.7420 -0.3637
H 29.1222 -16.1265 0.1659
H 27.5005 -16.3946 -0.2588
H 30.0082 -15.9157 -2.1098
H 28.7812 -14.8015 -1.9978
H 27.4113 -16.6553 -2.9595
H 27.8334 -15.9486 -5.2508
H 28.7160 -14.6121 -4.4128
H 25.8771 -15.6479 -4.1148
H 26.4836 -14.0896 -4.8584
H 25.3710 -12.4129 -2.7704
H 25.1916 -13.4924 -1.6218
H 24.3141 -13.9688 -2.9355
C 31.5633 -18.5555 -6.5104
O 32.5204 -19.4866 -6.1584
C 33.5722 -19.5666 -7.1622
C 34.9675 -19.8902 -6.5516
N 34.8771 -21.0645 -5.6811
C 34.8604 -22.3848 -6.4139
C 34.5428 -23.5061 -5.4688
O 35.7023 -23.7315 -4.6204
C 36.3158 -25.0033 -4.9543
H 31.9382 -17.7256 -7.1095
H 31.0588 -18.1647 -5.6267
H 30.8102 -18.9621 -7.1854
H 33.6438 -18.6050 -7.6704
H 33.2579 -20.2687 -7.9344
H 35.3324 -19.0881 -5.9101
H 35.7694 -19.9988 -7.2818
H 35.7002 -21.0842 -5.0962
H 35.8660 -22.5627 -6.7952
H 34.0951 -22.4872 -7.1833
H 34.2869 -24.3067 -6.1628
H 33.6601 -23.2798 -4.8707
H 35.6257 -25.8420 -4.8624
H 37.1338 -25.2134 -4.2653
H 36.7201 -25.0869 -5.9631
```

Mulliken atomic charge list, values in e, 2 entries:
1 Na 0.237
2 Na 0.524

=====

Number 1: calculated total energy -2571.245150 Eh. Number 2: calculated total energy -3441.824085 Eh. Number 3: calculated total energy -3974.637008 Eh. Number 4: calculated total energy -586.289999 Eh. Number 5: calculated total energy -2199.674405 Eh. Number 6: calculated total energy -3811.985412 Eh.